ORCA calculation (ωB97M-V/def2-TZVPD) on one molecule with the formula C3H5N3 at a distorted geometry.

Geometry (Å):
C (-0.99, -0.93, -0.85)
C (-0.05, 0.26, 1.05)
C (0.86, 1.52, 0.81)
H (-1.97, -1.76, -2.29)
H (-1.53, 0.11, -0.83)
H (0.88, -1.40, 0.20)
H (0.12, -0.06, 2.14)
H (-1.07, 0.57, 1.21)
N (-1.14, -1.92, -1.69)
N (0.07, -0.77, 0.10)
N (1.73, 2.33, 0.66)

Its SMILES is [H]/N=C/NCC#N. As for the multiplicity: 1. For the orbital gap, the calculation gives 0.3835 Eh. The HOMO energy comes out at -9.8 eV. For the LUMO energy, the calculation gives 0.626 eV. The calculation puts the total energy at -281.5257 Eh.

Here are the Mulliken charges for atoms 1 to 4, given in e: C 0.125; C -0.584; C 0.333; H 0.262